The following is a quantum chemistry calculation of C38H44HfN6O4S as an isolated structure, from OMol25.

Each line ends with the Mulliken charge.
CARTESIAN COORDINATES (ANGSTROEM)
H (5.978, 1.199, 2.607)  0.49
C (2.797, -1.682, -2.936)  0.74
H (1.065, 4.036, -0.731)  0.76
H (-0.685, -3.244, -3.203)  0.82
C (2.420, -0.061, 4.943)  -0.50
C (-3.872, -2.397, 0.650)  -0.99
C (5.233, -0.445, -3.518)  -0.71
C (1.759, 1.145, 5.636)  -0.60
Hf (0.516, -0.034, -0.971)  0.89
C (5.003, -0.582, 1.895)  -0.59
C (-0.306, -1.948, 1.802)  0.18
H (4.360, 1.337, -2.715)  0.47
H (3.803, -2.159, 1.076)  0.57
H (-2.079, 0.258, -4.105)  0.64
C (-5.220, 0.251, -1.499)  -0.28
C (4.221, 1.632, 1.472)  -1.28
H (-3.144, 0.341, 3.714)  0.21
C (-1.856, -1.449, -2.814)  1.14
C (-5.499, 1.592, -1.662)  -0.89
H (-5.419, 3.525, -0.736)  0.46
O (1.895, -0.846, 0.097)  -0.62
C (2.931, -0.264, 0.655)  -0.50
C (3.101, 1.147, 0.759)  1.57
H (1.676, 2.749, -2.765)  0.12
H (2.097, -0.663, 2.892)  -0.18
C (-1.304, -0.160, -3.446)  -1.78
H (1.460, -3.321, -3.209)  0.45
C (-1.550, -3.355, 3.289)  -1.46
C (1.543, -2.324, -2.763)  -0.22
H (3.500, 0.056, 4.833)  0.26
C (0.516, 3.131, -1.027)  -1.20
H (-1.826, 1.691, -0.737)  -0.05
H (-0.438, -0.417, -4.067)  0.53
H (-1.064, -2.997, -1.491)  0.02
H (2.476, 1.940, 5.860)  0.32
C (-0.777, -2.483, -2.418)  -1.38
H (0.627, -1.527, 1.456)  -0.17
H (-2.863, 1.762, 2.695)  0.39
N (-0.878, 0.897, -2.483)  0.75
H (4.357, 2.701, 1.543)  0.49
H (-2.815, 0.619, -1.700)  -0.38
C (-0.349, -2.736, 2.919)  -0.30
N (1.094, 1.966, -0.381)  0.33
H (-2.524, -1.916, -3.540)  0.64
H (-5.466, -0.453, -2.282)  0.39
S (-0.122, 1.149, 2.182)  -0.31
H (-4.374, -3.350, 0.803)  0.54
H (-2.439, -1.217, -1.926)  -0.94
H (5.745, -1.252, 2.300)  0.49
H (-4.429, 2.711, 1.339)  0.50
O (-1.271, -0.855, -0.032)  -0.82
C (5.142, 0.798, 2.054)  -0.97
C (3.926, -1.095, 1.212)  -0.01
H (-5.957, 1.945, -2.573)  0.45
C (-4.625, 2.014, 0.541)  -0.53
N (-4.537, -1.614, -0.179)  0.23
H (0.321, 1.555, -4.075)  0.38
N (0.798, 1.591, 4.644)  -0.17
C (-2.658, -2.306, 1.362)  0.93
H (-1.594, -3.992, 4.156)  0.44
O (-3.809, 0.125, 1.843)  -0.27
H (2.231, -0.994, 5.482)  0.31
H (1.264, 0.862, 6.569)  0.32
C (0.635, 3.006, -2.550)  -0.52
C (5.039, -1.790, -3.853)  -0.88
H (-4.512, 1.406, 3.318)  0.44
C (-1.433, -1.629, 1.004)  0.84
N (1.771, -0.084, 3.646)  0.59
H (0.166, 2.357, 4.795)  0.21
H (2.660, 3.145, 0.217)  0.41
C (2.249, 2.129, 0.166)  -0.55
H (5.825, -2.339, -4.348)  0.44
H (-3.566, -3.676, 2.755)  0.48
C (-4.324, 0.662, 0.724)  1.14
H (-1.099, 2.559, -3.766)  0.61
C (-0.284, 2.001, -3.280)  -0.99
H (0.453, 3.994, -2.979)  0.70
C (-2.643, -3.175, 2.497)  -0.93
H (3.675, -3.425, -3.837)  0.48
N (0.488, -1.808, -2.217)  0.02
H (-5.270, -2.090, -0.700)  0.43
C (2.968, -0.293, -2.654)  0.57
C (0.847, 0.880, 3.511)  0.11
C (3.843, -2.392, -3.566)  -0.87
O (1.971, 0.446, -2.242)  0.82
C (4.222, 0.288, -2.941)  -1.12
H (-2.524, 2.244, -2.282)  0.85
C (-4.626, -0.226, -0.328)  -0.05
C (-3.578, 0.976, 2.948)  -1.09
H (0.545, -2.906, 3.502)  0.53
H (-0.518, 3.250, -0.702)  0.22
H (6.177, 0.031, -3.744)  0.49
C (-2.064, 1.400, -1.762)  -0.76
C (-5.195, 2.473, -0.633)  -0.77

Summary:
Calculated total energy in eV: -69384.4477
LUMO level in eV: -5.7347
Energy above the lowest of the compared OMol25 structures with the same formula, charge and spin in kJ/mol: 174.5
Orbital gap in eV: 7.09
Charge: +2
Largest force on an atom in eV Å⁻¹: 2.84